[1]
Here is a molecular structure, C28H43F9OP2Pd from OMol25. Energies are from the ωB97M-V functional and the def2-TZVPD basis.

energy above the lowest of the compared OMol25 structures with the same formula, charge and spin = 0.0 kcal/mol
orbital gap (spin up / spin down) = 7.282 / 4.958 eV
E_LUMO (spin up / spin down) = -5.37 / -8.67 eV
2S+1 = 5
net charge = +2
HOMO level (spin up / spin down) = -12.65 / -13.63 eV

XYZ file:
```
84
Properties=species:S:1:pos:R:3:forces:R:3:lowdin_charge:R:1
Pd 0.35500 -1.25124 -1.51807 -0.38 0.85 1.08 0.63
C 3.31891 -2.63584 0.67829 -1.25 -1.07 0.91 -0.16
C 2.07622 -3.27322 0.99369 1.58 0.66 0.02 -0.16
C 1.95408 -2.53534 -1.23984 1.02 -1.15 1.80 -0.33
C 3.29628 -2.25934 -0.66320 -1.56 -0.21 -0.80 -0.15
C 1.27786 -3.30780 -0.17187 1.06 0.54 -1.49 -0.18
C 4.48260 -2.48179 1.59047 0.26 0.29 0.36 0.00
H 4.22436 -2.76497 2.62131 0.18 0.12 -0.37 0.08
H 4.79306 -1.42450 1.58124 0.03 -0.42 0.16 0.07
H 5.36142 -3.08013 1.28870 -0.43 0.17 0.02 0.11
C 4.43734 -1.84832 -1.47089 0.73 0.43 -0.39 -0.01
H 5.33147 -1.65505 -0.87359 -0.13 -0.16 -0.05 0.08
H 4.19208 -0.92594 -2.00229 0.06 -0.03 -0.20 0.09
H 4.70673 -2.59249 -2.23936 -0.18 0.11 0.22 0.13
C 1.79303 -2.78791 -2.70240 0.24 0.24 0.13 -0.07
H 2.19913 -3.75984 -3.00088 -0.28 0.06 -0.24 0.12
H 2.29111 -1.98081 -3.24696 0.03 -0.34 -0.23 0.09
H 0.70814 -2.75279 -2.91042 -0.07 -0.42 -0.71 0.07
C 0.15653 -4.22280 -0.40669 -0.51 -0.12 0.02 -0.02
H 0.54764 -5.23436 -0.54933 0.00 -0.08 -0.01 0.12
H -0.40670 -3.95059 -1.29716 -0.06 -0.10 -0.02 0.08
H -0.52935 -4.26492 0.43830 -0.02 -0.05 0.05 0.08
C 1.74970 -3.92143 2.28976 -0.17 -0.17 0.38 -0.02
H 1.97859 -5.00570 2.28154 -0.16 0.44 -0.11 0.11
H 0.67329 -3.80776 2.52373 0.55 -0.09 0.05 0.09
H 2.36617 -3.48904 3.09382 -0.44 -0.17 -0.18 0.08
C 0.89459 0.64353 0.62491 1.04 0.97 -0.67 -0.13
C 1.40825 0.17261 1.76521 0.23 0.07 -0.90 -0.10
C 0.66847 -0.45886 2.86799 -0.44 0.35 0.80 -0.14
C -0.85181 -0.68064 2.65517 0.41 0.19 1.16 -0.16
C -1.25417 -1.50793 1.51754 0.03 -0.28 -1.99 -0.07
C -1.47323 -1.04209 0.25023 -1.55 0.00 1.44 -0.16
C -1.63539 0.44524 0.01188 0.47 -0.20 -0.18 -0.27
C -0.45104 1.31057 0.44034 0.11 0.48 0.06 -0.20
H 0.75327 0.15887 3.77117 0.08 -0.10 0.02 0.13
H -1.36364 0.28213 2.61816 0.09 0.07 0.00 0.10
H 1.19114 -1.39198 3.11639 -0.27 0.04 -0.04 0.11
H -0.64413 1.86486 1.37267 -0.18 -0.16 -0.34 0.12
H 1.61646 0.92305 -0.17175 -0.32 -0.05 0.71 0.09
H 2.48861 0.26798 1.89635 -0.17 -0.75 -0.19 0.10
H -0.28047 2.07745 -0.33991 -0.14 -0.25 0.44 0.11
H -1.78893 0.61662 -1.05579 -0.29 -0.05 -0.04 0.09
H -2.14694 -1.61769 -0.39658 0.71 -0.44 -0.04 0.11
H -2.56923 0.75489 0.53175 0.49 -0.25 -0.23 0.03
H -1.20350 -1.17129 3.57154 -0.02 0.11 -0.15 0.13
H -1.42595 -2.55613 1.73617 0.06 -0.10 -0.22 0.11
P -3.94730 2.39976 -0.05726 -1.88 2.68 0.78 0.93
P -5.49714 0.97316 -2.11680 -2.91 1.78 0.68 0.92
C -5.62231 3.18134 -0.37092 -0.54 -0.54 -0.45 -0.39
C -6.14937 2.72259 -1.73151 0.94 -0.13 -0.20 -0.42
H -5.51397 4.28159 -0.34264 -0.01 -0.54 0.23 0.10
H -6.31468 2.85754 0.42566 0.36 0.17 -0.24 0.09
H -7.25520 2.68124 -1.78158 0.65 0.07 -0.04 0.09
H -5.77121 3.36502 -2.54858 -0.27 -0.14 0.38 0.09
C -6.40184 0.92146 -3.70630 0.93 -0.62 -0.79 -0.28
H -6.34729 -0.09045 -4.11115 -0.18 0.10 -0.17 0.05
H -5.91525 1.60192 -4.40802 -0.13 -0.09 -0.07 0.05
H -7.44557 1.21969 -3.56454 0.24 -0.09 0.15 0.06
C -6.80646 0.09917 -1.12883 0.80 -0.63 0.28 -0.27
H -7.77529 0.61181 -1.23214 0.44 -0.15 -0.08 0.06
H -6.52650 0.03906 -0.06984 -0.16 -0.03 -0.19 0.04
H -6.87818 -0.92304 -1.52265 -0.14 0.18 0.24 0.05
C -2.95364 3.85797 -0.56635 0.72 -0.66 -0.45 -0.22
H -1.89983 3.70655 -0.30313 -0.20 0.20 -0.15 0.04
H -3.34879 4.74167 -0.04500 0.10 -0.35 -0.16 0.07
H -3.04481 3.97359 -1.65595 0.11 0.13 0.33 0.06
C -3.98196 2.64016 1.77561 0.47 -0.90 0.10 -0.22
H -4.81169 2.05072 2.19410 0.30 0.22 -0.07 0.06
H -4.12298 3.70778 2.00674 0.03 -0.37 -0.22 0.07
H -3.04034 2.28285 2.21495 -0.27 0.22 0.07 0.04
F 4.26632 1.49512 -2.30687 0.16 0.70 1.03 0.14
C 4.41603 2.29939 -1.21883 0.09 0.71 -0.29 -0.45
F 5.30870 3.28042 -1.52190 -1.07 -1.38 0.48 0.17
F 3.20511 2.88910 -0.97887 1.23 -0.72 -0.21 0.14
C 4.85087 1.37372 0.04655 2.20 3.27 -0.99 -0.24
O 4.09007 0.34596 0.12236 -0.86 -1.32 0.58 0.16
C 6.45290 1.02567 -0.05205 1.54 -0.32 0.08 -0.45
F 7.26020 2.11214 0.08275 -1.40 -1.22 -0.18 0.17
F 6.80549 0.13717 0.91699 -0.76 0.83 -0.98 0.15
F 6.74984 0.44798 -1.24980 -0.75 0.68 1.11 0.16
C 4.71456 2.26318 1.41286 -0.05 1.08 1.92 -0.44
F 5.40264 3.43885 1.38300 -0.91 -1.93 -0.49 0.18
F 3.41759 2.57252 1.66179 1.19 -0.52 -0.55 0.16
F 5.16422 1.53836 2.47679 -0.48 0.65 -1.50 0.17
```
Positions in Å, forces in eV/Å.

***

[2]
Here is a molecular structure, C4H7NOS from OMol25. Energies are from the ωB97M-V functional and the def2-TZVPD basis.

energy above the lowest of the compared OMol25 structures with the same formula, charge and spin = 149.2 kcal/mol
orbital gap = 8.172 eV
E_LUMO = 0.11 eV
2S+1 = 1
HOMO level = -8.06 eV

XYZ file:
```
14
Properties=species:S:1:pos:R:3:forces:R:3:lowdin_charge:R:1
C 2.09421 0.42706 -0.03830 1.53 2.57 -1.07 -0.18
C 0.78974 -0.21719 -0.27416 -0.54 -1.04 0.04 -0.78
C -1.79741 -0.03112 -0.11629 1.01 2.11 -0.01 -0.11
C -2.15693 -1.31575 0.07199 4.20 -1.30 -3.59 -0.06
H 2.53955 1.23021 -0.85682 -1.53 -1.71 2.51 0.16
H 2.05304 0.69026 1.02555 -0.18 1.61 0.03 0.08
H 2.84954 -0.29740 0.18030 0.39 -0.89 -1.04 0.03
H 0.38386 1.85328 0.94456 -3.07 0.76 -4.35 0.25
H -2.51657 0.90473 -0.07775 1.68 -2.13 0.17 0.14
H -3.17664 -1.52657 0.15028 -1.46 -0.24 0.43 0.01
H -1.34123 -2.28635 -0.45945 -2.70 3.39 2.48 0.09
N -0.33422 0.55770 -0.39901 -2.43 -3.08 0.52 -0.20
O -0.28736 1.90120 -0.06975 3.55 -0.63 4.46 -0.09
S 0.90040 -1.89007 -0.08115 -0.45 0.57 -0.59 0.66
```
Positions in Å, forces in eV/Å.

***

[3]
Here is a molecular structure, C24H12F12N3O2RuS2 from OMol25. Energies are from the ωB97M-V functional and the def2-TZVPD basis.

orbital gap (spin up / spin down) = 6.477 / 6.519 eV
E_LUMO (spin up / spin down) = 4.35 / 4.37 eV
2S+1 = 2
net charge = -2
HOMO level (spin up / spin down) = -2.12 / -2.14 eV

XYZ file:
```
56
Properties=species:S:1:pos:R:3:forces:R:3:lowdin_charge:R:1
Ru -0.69603 0.13311 -0.14280 0.51 -1.58 -0.14 1.02
C 4.90892 1.18196 4.50621 -0.13 0.08 -0.12 -0.07
C 4.00338 0.90196 3.33212 -0.02 -0.06 0.09 -0.29
C 4.48019 0.83822 2.02807 0.05 0.00 0.05 -0.06
C 3.64221 0.51124 0.98740 -0.18 -0.04 -0.06 -0.03
C 2.27082 0.19815 1.16837 0.31 -0.07 0.25 -0.23
N 1.53958 -0.22278 0.07799 -1.87 0.34 -0.42 -0.01
C 2.18007 -1.01840 -0.84914 0.42 -0.31 -0.11 -0.24
C 3.06929 -2.02343 -0.39690 -0.18 0.09 0.04 -0.03
C 3.85149 -2.76468 -1.24984 0.07 0.04 -0.01 -0.06
C 3.79503 -2.55120 -2.62353 0.00 0.00 -0.04 -0.29
C 4.68437 -3.31993 -3.56779 -0.14 0.00 0.06 -0.07
C 2.85167 -1.64885 -3.08909 0.17 -0.04 0.08 0.00
C 2.01518 -0.91485 -2.24846 -0.17 0.02 0.03 -0.06
C 0.86543 -0.05465 -2.79803 0.43 0.41 -0.18 -0.38
O -0.32231 -0.34269 -2.22494 -0.79 0.68 1.69 -0.24
C 0.63559 -0.30257 -4.32722 -0.24 -0.06 -0.16 -0.54
F 1.63078 0.18943 -5.12217 -0.13 -0.11 0.15 0.11
F -0.50252 0.26747 -4.74846 0.24 -0.11 0.01 0.15
F 0.52487 -1.61430 -4.61912 -0.01 0.20 0.07 0.14
C 1.25556 1.48100 -2.68876 0.01 0.20 0.17 -0.52
F 0.66172 2.26072 -3.61840 0.01 -0.09 0.01 0.13
F 0.90891 2.01492 -1.50623 0.03 -0.07 -0.13 0.10
F 2.58616 1.68648 -2.82755 -0.11 -0.10 -0.03 0.13
C 1.76724 0.39136 2.47872 -0.17 -0.12 -0.10 -0.06
C 2.64224 0.71215 3.51378 0.17 0.11 -0.11 -0.01
C 0.25552 0.33947 2.75544 0.07 0.44 0.26 -0.39
O -0.48521 -0.44638 1.94758 -0.65 0.86 -1.46 -0.24
C -0.06737 -0.15678 4.20904 -0.12 -0.33 0.10 -0.53
F 0.67101 -1.24232 4.53498 -0.14 0.17 -0.08 0.14
F -1.35167 -0.51340 4.32112 0.23 0.09 0.05 0.15
F 0.14785 0.75813 5.19703 0.02 -0.16 -0.14 0.11
C -0.21085 1.84463 2.69723 -0.09 0.12 -0.11 -0.54
F -0.05339 2.32176 1.44005 0.03 -0.05 0.17 0.08
F 0.49760 2.68162 3.48978 -0.04 -0.09 -0.05 0.13
F -1.49972 2.00860 3.02242 0.08 -0.10 0.00 0.15
H 5.95425 1.04201 4.22620 0.02 0.02 0.04 0.06
H 4.68286 0.50918 5.33577 0.05 0.01 0.03 0.07
H 4.78758 2.20657 4.87079 0.05 -0.01 0.02 0.07
H 5.52601 1.05294 1.82624 0.00 -0.03 -0.02 0.10
H 4.03481 0.47610 -0.02026 0.02 -0.03 -0.01 0.11
H 3.12612 -2.19045 0.67088 0.05 0.03 0.02 0.12
H 4.53219 -3.50943 -0.84658 -0.02 0.00 0.02 0.10
H 5.67860 -3.45828 -3.13807 0.02 -0.03 -0.03 0.06
H 4.79424 -2.79969 -4.52046 0.00 0.00 0.00 0.07
H 4.26830 -4.31068 -3.77643 0.07 -0.01 -0.04 0.07
H 2.79869 -1.50665 -4.15774 -0.05 0.00 -0.02 0.10
H 2.25564 0.84208 4.51508 -0.05 -0.05 0.01 0.11
S -2.78867 -1.25352 -0.16080 1.45 1.19 0.11 0.63
C -3.66354 0.21823 -0.11349 -0.65 -0.23 -0.08 -1.16
S -2.69237 1.62311 -0.29078 1.37 -1.19 0.10 0.60
C -5.04667 0.26533 0.03871 0.04 -0.08 0.02 -0.41
C -5.81577 -0.91626 0.19322 -0.10 -0.19 0.02 -0.29
N -6.47934 -1.85312 0.32095 0.05 0.01 -0.02 0.11
C -5.78593 1.47323 0.04998 -0.04 0.24 -0.03 -0.28
N -6.43426 2.42948 0.05822 0.06 0.00 0.00 0.11
```
Positions in Å, forces in eV/Å.

***

[4]
Here is a molecular structure, C18H48ClCrO18S6 from OMol25. Energies are from the ωB97M-V functional and the def2-TZVPD basis.

orbital gap (spin up / spin down) = 9.215 / 10.064 eV
E_LUMO (spin up / spin down) = -1.59 / -1.59 eV
2S+1 = 5
net charge = +1
HOMO level (spin up / spin down) = -10.81 / -11.65 eV

XYZ file:
```
92
Properties=species:S:1:pos:R:3:forces:R:3:lowdin_charge:R:1
Cr -0.26204 0.54115 -0.19653 0.50 -0.08 0.12 0.47
Cl -2.33466 1.16901 -0.83675 -0.16 -0.01 -0.11 0.04
O -0.60836 -1.77461 -0.57889 0.39 0.88 -0.68 -0.31
S -1.63368 -2.75799 -0.50155 0.68 -1.76 1.35 0.53
O -2.66429 -2.66206 0.45381 -0.87 0.55 1.32 -0.24
O -2.29417 -2.93696 -1.87212 -0.08 0.02 -1.76 -0.23
C -3.50662 -3.73266 -1.90926 -1.40 -0.07 1.43 -0.25
C -4.22542 -3.47965 -3.19667 -0.62 0.41 -0.92 -0.06
C -0.77895 -4.28820 -0.23965 0.66 0.68 0.08 -0.08
H -4.09187 -3.48317 -0.99526 0.22 0.24 -0.90 0.13
H -3.30001 -4.79157 -1.76557 0.55 -0.11 -0.30 0.12
H -5.28367 -3.80482 -3.21697 0.49 0.22 0.61 0.10
H -3.79356 -4.07604 -3.99083 0.41 0.14 -0.31 0.07
H -4.20782 -2.40728 -3.48550 0.03 -0.65 0.27 0.09
H -0.11847 -4.40056 -1.08094 0.44 -0.05 -0.35 0.07
H -1.40447 -5.16328 -0.18327 -0.46 -0.01 0.28 0.07
H -0.17838 -4.11012 0.66557 -0.37 -0.27 -0.20 0.07
O 0.77348 4.77960 -1.72353 -0.49 -0.98 -0.76 -0.23
S 0.88368 3.36286 -1.94980 0.49 -0.14 1.17 0.58
O 0.68573 2.49875 -0.81787 -0.69 -0.33 0.73 -0.35
O -0.04401 2.73087 -3.04002 0.32 1.17 -0.25 -0.30
C -0.03497 3.32786 -4.35852 -1.28 -0.07 -2.35 -0.22
C -1.50990 3.69297 -4.70836 0.62 -0.66 0.85 -0.03
C 2.48523 3.01432 -2.49856 0.40 1.27 -0.37 -0.09
H 0.36180 2.59055 -5.09295 -0.11 0.25 0.84 0.12
H 0.58670 4.22999 -4.46779 -0.15 -0.28 0.62 0.13
H -1.70138 3.98140 -5.72866 0.47 0.45 -0.33 0.08
H -1.77270 4.45150 -4.00171 -0.42 0.85 0.11 0.08
H -2.23278 2.89861 -4.52274 0.38 -0.38 0.14 0.07
H 2.61561 3.63493 -3.40146 0.55 -0.19 0.52 0.09
H 2.64490 1.98082 -2.71906 -0.21 -0.70 -0.06 0.07
H 3.07504 3.32556 -1.62178 0.17 0.09 -0.67 0.10
O 0.87749 -0.13424 -2.41453 0.30 1.16 0.56 -0.30
S 0.53439 -0.21829 -3.80083 -0.91 -2.26 0.83 0.59
O 1.36760 0.34280 -4.81791 -0.07 0.35 0.03 -0.25
O 0.46221 -1.79869 -3.94880 0.38 0.57 -1.05 -0.25
C 0.62781 -2.38366 -5.28336 1.83 -1.71 1.92 -0.20
C 2.05607 -3.04803 -5.38721 -1.55 0.84 -0.68 -0.03
C -1.16450 0.23684 -4.01460 0.12 -0.24 0.73 -0.10
H 0.41489 -1.71146 -6.05413 -0.01 1.33 -1.08 0.09
H -0.14162 -3.10423 -5.26179 -0.78 -1.11 -0.33 0.10
H 2.76566 -2.24059 -5.31001 0.44 0.21 0.04 0.06
H 2.14356 -3.47232 -6.41166 0.05 -0.05 0.82 0.09
H 2.25051 -3.76652 -4.58180 -0.27 0.07 -0.40 0.08
H -1.91418 -0.46474 -3.58066 0.97 0.39 -0.33 0.10
H -1.25924 0.43598 -5.04307 -0.49 -0.25 -1.53 0.06
H -1.24107 1.19961 -3.55665 -0.34 0.19 0.63 0.00
O 1.76431 3.57680 2.22612 -1.32 -0.52 -0.05 -0.28
S 0.34249 3.37256 2.43087 -1.49 1.89 0.13 0.63
O -0.33663 2.13200 2.16487 0.86 0.48 -0.53 -0.31
O -0.04158 3.62425 3.95298 1.08 0.12 0.23 -0.27
C 0.60386 4.79961 4.54952 -1.76 0.55 0.26 -0.29
C 1.37479 4.43768 5.77122 1.65 0.05 0.23 -0.07
C -0.64258 4.83665 1.77227 0.65 -0.56 -0.79 -0.06
H -0.23100 5.51299 4.71160 0.38 -0.47 0.38 0.14
H 1.21803 5.30376 3.83944 0.74 -0.03 -0.65 0.09
H 1.98962 5.34007 6.06094 -0.90 -0.82 0.05 0.10
H 2.16772 3.69389 5.46868 -0.96 0.42 0.51 0.10
H 0.74700 4.07839 6.60983 0.50 0.18 -0.51 0.09
H -0.24395 5.77443 2.22057 -0.24 -0.84 -0.30 0.07
H -1.72981 4.72534 1.93457 0.72 -0.32 0.45 0.09
H -0.52401 4.86297 0.67684 0.30 0.02 0.41 0.05
O 3.58807 -1.37203 -0.12060 0.64 -0.54 -1.52 -0.21
S 2.90375 -0.53466 0.77466 1.54 -1.28 1.12 0.52
O 1.78205 0.19668 0.35839 -2.41 1.14 -0.72 -0.30
O 2.51960 -1.37433 2.02052 -0.30 -1.33 0.83 -0.26
C 3.35792 -2.60685 2.18007 -1.26 -0.40 -0.95 -0.21
C 3.12228 -3.29021 3.50286 0.38 1.31 0.54 -0.05
C 3.91522 0.58735 1.55193 1.12 1.70 0.20 -0.10
H 4.40272 -2.31900 2.00620 -0.28 -0.21 0.30 0.12
H 3.03037 -3.26544 1.35794 0.33 0.32 0.28 0.13
H 3.72397 -4.18262 3.41127 -0.16 -0.58 0.31 0.09
H 2.08522 -3.46534 3.85234 0.54 -0.07 -0.82 0.09
H 3.60818 -2.66769 4.25867 -0.07 -0.17 0.26 0.08
H 3.97205 1.44411 0.87430 0.21 0.03 0.22 0.09
H 4.93348 0.26517 1.84289 -0.77 -0.21 -0.30 0.11
H 3.32271 0.87277 2.41468 0.20 0.36 0.20 0.08
O -0.43968 -2.58712 2.76889 0.74 -2.97 0.19 -0.23
S -0.85895 -1.26689 2.93171 -2.12 1.16 -1.53 0.54
O -0.64290 -0.41620 1.80331 -0.68 0.25 -0.05 -0.33
O -2.39847 -1.23846 3.28895 0.78 1.18 -0.77 -0.21
C -2.92676 -2.08175 4.29679 0.02 -0.13 2.13 -0.26
C -4.40740 -2.16762 4.11623 -0.29 0.37 -0.97 -0.05
C -0.03728 -0.55659 4.20116 2.52 2.30 0.51 -0.11
H -2.76618 -1.65441 5.33454 0.19 -0.07 -1.13 0.14
H -2.39061 -3.01592 4.29503 -0.05 -0.59 -0.29 0.11
H -4.91382 -2.84465 4.76009 -0.06 -0.52 0.93 0.08
H -4.73731 -2.42637 3.13119 0.38 -0.54 -0.88 0.08
H -4.83772 -1.19402 4.21218 -0.25 0.77 0.56 0.08
H -0.03032 0.55402 4.13273 -0.54 -0.72 -0.09 0.09
H 0.99546 -0.82685 3.90284 -0.28 0.00 0.55 0.08
H -0.24351 -0.85071 5.19816 -0.39 -0.68 0.73 0.08
```
Positions in Å, forces in eV/Å.

***

no.,E (Eh)
1,-2876.52583
2,-684.56931
3,-3326.33223
4,-5962.51023